Below is 2 unconnected molecules or ions with the total composition C14H15N3O8P in a non-equilibrium geometry, with properties calculated with the ωB97M-V functional and the def2-TZVPD basis.

Structure (XYZ):
```
41
C14H15N3O8P, DFT the ωB97M-V functional and the def2-TZVPD basis
H 1.0825 2.1550 -2.3924
N 0.0596 0.7343 3.3498
O -4.8838 3.0730 -2.0074
H -0.4642 0.2524 0.4380
C 1.2746 -0.0124 3.6949
N -0.0494 -1.2330 -3.6237
N -0.1378 0.6241 -0.4661
H 0.5837 -1.3731 -4.4056
C -1.7300 -0.8320 -1.5415
C 2.9854 -0.5162 5.2732
H -1.4610 -2.4994 -4.4645
H -2.3507 1.8688 -1.6543
H 0.8644 0.7393 -0.3561
C -4.2460 2.5849 -1.1303
H 3.4549 -2.2127 2.3777
C -3.3188 1.4266 -1.4240
H 1.3919 -1.0066 1.7913
C 1.8281 0.1713 4.9488
C -0.4663 -0.1932 -1.5235
O -3.2558 0.5857 -0.2733
C -2.0959 -1.6548 -2.5800
H 1.3702 0.8386 5.6633
H -3.0532 -2.1478 -2.5887
O 1.9529 1.7630 -2.2182
O 2.9960 -0.5360 -2.0210
H 2.0182 1.1815 -4.6885
H 3.4321 -0.3831 6.2481
C -1.2219 -1.8571 -3.6369
H 4.4788 -1.8998 4.6041
O 2.3791 0.3639 -4.3135
C -2.6446 -0.5931 -0.3682
C 0.3722 -0.4194 -2.6230
P 2.0456 0.2675 -2.7645
H -4.2708 2.9742 -0.1047
O -2.7624 -1.4239 0.4596
H -3.7336 0.9224 -2.2888
C 1.8398 -0.8667 2.7633
O -0.4369 0.5574 2.2390
C 3.5714 -1.3700 4.3484
C 2.9979 -1.5466 3.0957
O -0.3963 1.4927 4.1636
```

Properties
lowest unoccupied orbital energy	-5.0	eV
charge	+1
highest occupied orbital energy	-12.361	eV
DFT total energy	-44893.04944	eV
largest force on an atom	1.51	eV/A